#a
The following is a DFT calculation (the ωB97M-V functional and the def2-TZVPD basis) of the molecule C2H3NO3.

```
9
C2H3NO3, DFT the ωB97M-V functional and the def2-TZVPD basis
O 0.916 -1.818 1.270
C 1.141 -1.256 0.244
O 0.419 -0.243 -0.301
C -0.760 0.118 0.378
N -1.270 1.195 -0.050
O -0.348 1.693 -0.916
H 1.971 -1.553 -0.495
H -1.170 -0.496 1.126
H -0.899 2.360 -1.257
```

Computed properties:
2S+1: 1
Molecular weight (g/mol): 89.05

natural (NBO) population analysis, charges in e, atoms 1 to 6:
1 O -0.561
2 C 0.657
3 O -0.498
4 C 0.281
5 N -0.156
6 O -0.534

=====

#b
The following is a DFT calculation (the ωB97M-V functional and the def2-TZVPD basis) of a cluster of 2 separate species, C2H3NO3 in total.

```
9
C2H3NO3, DFT the ωB97M-V functional and the def2-TZVPD basis
O 2.511 -0.547 -1.187
C 1.518 0.130 -0.769
N 0.264 -0.206 -0.202
C -1.367 -0.211 0.946
O -1.783 0.938 0.567
O -1.674 -1.165 1.514
H 1.563 1.263 -0.664
H 0.237 -1.236 0.021
H -1.269 1.033 -0.227
```

Computed properties:
2S+1: 1
Molecular weight (g/mol): 89.05

natural (NBO) population analysis, charges in e, atoms 1 to 6:
1 O -0.596
2 C 0.529
3 N -0.979
4 C 1.074
5 O -0.618
6 O -0.419

=====

#c
The following is a DFT calculation (the ωB97M-V functional and the def2-TZVPD basis) of a structure of composition C2H3NO3.

```
9
C2H3NO3, DFT the ωB97M-V functional and the def2-TZVPD basis
C 0.899 0.962 -0.134
C -1.303 -0.192 -0.250
H 0.520 -1.619 1.048
H 1.929 0.324 -0.248
H -1.588 -1.143 -0.626
N 0.066 -0.044 0.055
O 0.955 -1.172 -0.010
O 0.666 2.152 0.029
O -2.143 0.733 0.137
```

Computed properties:
2S+1: 1
Molecular weight (g/mol): 89.05

natural (NBO) population analysis, charges in e, atoms 1 to 6:
1 C 0.504
2 C 0.481
3 H 0.490
4 H 0.148
5 H 0.161
6 N -0.236

=====

#d
The following is a DFT calculation (the ωB97M-V functional and the def2-TZVPD basis) of the molecule C2H3NO3.

```
9
C2H3NO3, DFT the ωB97M-V functional and the def2-TZVPD basis
O -0.254 0.659 -1.818
N -0.347 1.155 -0.743
O -0.886 2.188 -0.481
C 0.166 0.302 0.421
C 0.078 -1.147 0.335
O 1.342 -0.539 0.226
H 0.250 0.724 1.545
H -0.225 -1.807 1.178
H -0.123 -1.536 -0.662
```

Computed properties:
2S+1: 1
Molecular weight (g/mol): 89.05

natural (NBO) population analysis, charges in e, atoms 1 to 6:
1 O -0.351
2 N 0.535
3 O -0.351
4 C 0.084
5 C -0.115
6 O -0.452

=====

It is #a that is the most stable of them.

=====

#a
The following is a DFT calculation (the ωB97M-V functional and the def2-TZVPD basis) of the molecule C2H3NO3.

```
9
C2H3NO3, DFT the ωB97M-V functional and the def2-TZVPD basis
C 0.692 -0.631 0.082
C -0.805 0.274 -0.110
O -0.787 1.551 0.035
N -2.015 -0.360 0.002
O -2.057 -1.574 0.045
O -2.970 0.439 -0.014
H 1.543 -0.026 0.288
H 0.712 -1.516 -0.463
H -1.802 1.877 0.241
```

Computed properties:
2S+1: 1
Molecular weight (g/mol): 89.05

natural (NBO) population analysis, charges in e, atoms 1 to 6:
1 C -0.289
2 C 0.436
3 O -0.634
4 N 0.400
5 O -0.353
6 O -0.464

=====

#b
The following is a DFT calculation (the ωB97M-V functional and the def2-TZVPD basis) of a cluster of 2 separate species, C2H3NO3 in total.

```
9
C2H3NO3, DFT the ωB97M-V functional and the def2-TZVPD basis
C -2.306 -0.084 0.152
C -1.559 1.052 -0.166
N 0.819 -0.207 -0.525
O -3.147 -0.763 -0.358
O -0.603 1.661 -0.248
O -0.259 -0.907 -0.287
H -2.159 -0.311 1.308
H 1.277 0.074 0.278
H 1.371 -0.427 -1.321
```

Computed properties:
2S+1: 1
Molecular weight (g/mol): 89.05

natural (NBO) population analysis, charges in e, atoms 1 to 6:
1 C 0.196
2 C 0.608
3 N -0.349
4 O -0.524
5 O -0.380
6 O -0.422

=====

#c
The following is a DFT calculation (the ωB97M-V functional and the def2-TZVPD basis) of a cluster of 2 separate species, C2H3NO3 in total.

```
9
C2H3NO3, DFT the ωB97M-V functional and the def2-TZVPD basis
O 1.320 0.778 -2.610
N 1.027 0.266 -1.635
O 1.177 -0.886 -1.264
O 0.559 1.166 -0.588
H 0.266 0.695 0.248
C -1.343 -0.772 0.997
C -0.845 -0.210 1.938
H -2.049 -1.192 0.369
H -0.112 0.154 2.545
```

Computed properties:
2S+1: 1
Molecular weight (g/mol): 89.05

natural (NBO) population analysis, charges in e, atoms 1 to 6:
1 O -0.278
2 N 0.746
3 O -0.392
4 O -0.601
5 H 0.509
6 C -0.196

=====

It is #b that is the most stable of them.

=====

#a
The following is a DFT calculation (the ωB97M-V functional and the def2-TZVPD basis) of the molecule C2H3NO3.

```
9
C2H3NO3, DFT the ωB97M-V functional and the def2-TZVPD basis
C -0.937 0.314 -0.023
C 1.653 -0.174 -0.178
O -0.711 1.133 -0.966
O -1.882 -0.657 -0.193
N 0.548 -0.434 0.329
O -0.908 0.977 1.118
H -2.100 -1.052 0.662
H 1.795 0.561 -0.972
H 2.542 -0.669 0.222
```

Computed properties:
2S+1: 1
Molecular weight (g/mol): 89.05

natural (NBO) population analysis, charges in e, atoms 1 to 6:
1 C 0.809
2 C -0.109
3 O -0.487
4 O -0.677
5 N -0.149
6 O -0.335

=====

#b
The following is a DFT calculation (the ωB97M-V functional and the def2-TZVPD basis) of the molecule C2H3NO3.

```
9
C2H3NO3, DFT the ωB97M-V functional and the def2-TZVPD basis
O -0.169 -1.760 0.184
C 0.649 -1.045 -0.422
C 0.797 0.496 -0.130
O 1.885 1.186 0.089
N -0.435 0.992 -0.022
O -1.638 0.263 0.095
H 1.377 -1.758 -0.911
H -0.779 1.940 0.099
H -1.687 -0.314 1.018
```

Computed properties:
2S+1: 1
Molecular weight (g/mol): 89.05

natural (NBO) population analysis, charges in e, atoms 1 to 6:
1 O -0.503
2 C 0.315
3 C 0.531
4 O -0.585
5 N -0.298
6 O -0.548

=====

It is #b that is the most stable of them.

=====

#a
The following is a DFT calculation (the ωB97M-V functional and the def2-TZVPD basis) of the molecule CH2N2O4.

```
9
CH2N2O4, DFT the ωB97M-V functional and the def2-TZVPD basis
C -0.748 -0.982 -0.878
N -0.756 0.246 -0.547
O -1.662 1.021 -0.339
O 0.533 0.682 -0.377
N 1.201 0.668 1.063
O 2.219 1.235 0.983
O 0.594 0.165 1.906
H 0.164 -1.456 -0.740
H -1.545 -1.579 -1.071
```

Computed properties:
2S+1: 1
Molecular weight (g/mol): 106.04

natural (NBO) population analysis, charges in e, atoms 1 to 6:
1 C -0.202
2 N 0.362
3 O -0.437
4 O -0.346
5 N 0.745
6 O -0.259

=====

#b
The following is a DFT calculation (the ωB97M-V functional and the def2-TZVPD basis) of the molecule CH2N2O4.

```
9
CH2N2O4, DFT the ωB97M-V functional and the def2-TZVPD basis
N -1.019 1.475 -0.219
C -0.114 0.525 -0.513
O 0.307 0.269 -1.602
O 0.291 -0.165 0.660
N 1.053 -1.418 0.588
O 1.573 -1.681 1.575
O 0.963 -1.980 -0.411
H -1.808 1.811 -0.750
H -1.246 1.163 0.673
```

Computed properties:
2S+1: 1
Molecular weight (g/mol): 106.04

natural (NBO) population analysis, charges in e, atoms 1 to 6:
1 N -0.823
2 C 0.866
3 O -0.571
4 O -0.480
5 N 0.770
6 O -0.291

=====

It is #b that is the most stable of them.

=====

#a
The following is a DFT calculation (the ωB97M-V functional and the def2-TZVPD basis) of a structure of composition C22H28ClN6RbS2Si.

```
61
C22H28ClN6RbS2Si, DFT the ωB97M-V functional and the def2-TZVPD basis
Rb 0.050 -0.638 0.491
C 0.427 3.749 3.943
C 0.097 2.873 2.761
N -0.471 1.728 2.838
N -0.723 1.248 4.091
C -1.699 0.366 4.135
N -1.884 -0.173 5.414
S -2.800 -0.121 2.927
C 0.437 3.362 1.402
C 0.890 4.670 1.193
C 1.193 5.084 -0.094
C 1.030 4.194 -1.141
C 0.572 2.914 -0.844
N 0.294 2.507 0.385
H 0.180 3.212 4.855
H -0.144 4.682 3.914
H 1.487 4.015 3.954
H -1.015 -0.227 5.929
H -2.381 -1.047 5.361
H 0.996 5.351 2.025
H 1.547 6.094 -0.272
H 1.250 4.462 -2.166
H 0.412 2.192 -1.639
C 2.579 0.306 -6.574
Si 3.002 1.732 -5.412
C 1.787 3.158 -5.619
C 4.656 2.416 -6.057
C 3.284 1.235 -3.631
C 4.515 1.398 -3.020
C 4.689 1.077 -1.676
C 3.577 0.618 -0.992
N 2.379 0.437 -1.534
C 2.210 0.713 -2.846
S 0.660 0.483 -3.557
H 2.802 0.585 -7.610
H 1.532 0.030 -6.484
H 3.175 -0.575 -6.323
H 1.824 3.541 -6.644
H 2.051 3.979 -4.946
H 0.775 2.839 -5.384
H 4.538 2.735 -7.096
H 5.446 1.662 -6.032
H 4.998 3.279 -5.481
H 5.357 1.784 -3.589
H 5.640 1.194 -1.173
H 3.651 0.380 0.068
C -4.786 -4.446 -3.484
C -3.869 -3.532 -2.720
C -2.869 -4.024 -1.897
C -2.040 -3.142 -1.211
N -2.158 -1.820 -1.311
C -3.116 -1.346 -2.101
C -3.988 -2.149 -2.816
H -4.534 -5.492 -3.306
H -4.717 -4.259 -4.558
H -5.827 -4.293 -3.191
H -2.721 -5.091 -1.778
H -1.252 -3.505 -0.553
H -3.181 -0.265 -2.173
H -4.748 -1.698 -3.445
Cl 0.605 -3.561 1.071
```

Computed properties:
2S+1: 1
Total charge: -2
Molecular weight (g/mol): 589.65

natural (NBO) population analysis, charges in e, atoms 1 to 6:
1 Rb 0.935
2 C -0.686
3 C 0.131
4 N -0.184
5 N -0.511
6 C 0.269

=====

#b
The following is a DFT calculation (the ωB97M-V functional and the def2-TZVPD basis) of a structure of composition C22H28ClN6RbS2Si.

```
61
C22H28ClN6RbS2Si, DFT the ωB97M-V functional and the def2-TZVPD basis
Rb -0.306 -2.165 1.279
C -5.718 -0.338 2.198
C -4.401 -0.945 1.793
N -3.316 -0.811 2.462
N -3.340 -0.003 3.549
C -2.353 -0.218 4.401
N -2.236 0.776 5.358
S -1.263 -1.539 4.487
C -4.325 -1.715 0.525
C -5.391 -1.726 -0.378
C -5.264 -2.429 -1.568
C -4.096 -3.124 -1.824
C -3.092 -3.081 -0.861
N -3.200 -2.390 0.267
H -5.630 0.039 3.213
H -6.522 -1.077 2.153
H -5.993 0.497 1.545
H -3.043 1.374 5.439
H -1.804 0.478 6.214
H -6.297 -1.179 -0.160
H -6.077 -2.429 -2.286
H -3.956 -3.686 -2.738
H -2.165 -3.639 -0.988
C 2.745 4.336 1.241
Si 4.213 3.232 0.878
C 5.400 3.549 2.329
C 5.149 3.861 -0.623
C 3.914 1.391 0.844
C 4.644 0.516 1.630
C 4.411 -0.856 1.570
C 3.392 -1.281 0.737
N 2.661 -0.482 -0.038
C 2.937 0.846 -0.052
S 2.146 1.883 -1.184
H 3.096 5.322 1.569
H 2.127 3.911 2.037
H 2.119 4.443 0.358
H 5.651 4.613 2.381
H 6.338 2.995 2.220
H 4.954 3.261 3.287
H 5.414 4.917 -0.498
H 4.540 3.748 -1.521
H 6.073 3.292 -0.761
H 5.403 0.900 2.305
H 4.986 -1.562 2.155
H 3.152 -2.341 0.667
C -0.485 -1.149 -5.980
C -0.435 -1.159 -4.475
C -1.168 -0.257 -3.718
C -1.075 -0.306 -2.334
N -0.320 -1.180 -1.681
C 0.386 -2.047 -2.405
C 0.358 -2.071 -3.790
H -1.208 -0.419 -6.345
H -0.763 -2.132 -6.367
H 0.493 -0.897 -6.396
H -1.802 0.481 -4.195
H -1.625 0.402 -1.722
H 0.983 -2.762 -1.849
H 0.948 -2.804 -4.328
Cl 0.033 -4.865 -0.027
```

Computed properties:
2S+1: 1
Total charge: -2
Molecular weight (g/mol): 589.65

natural (NBO) population analysis, charges in e, atoms 1 to 6:
1 Rb 0.940
2 C -0.683
3 C 0.126
4 N -0.183
5 N -0.511
6 C 0.286

=====

It is #a that is the most stable of them.

=====

#a
The following is a DFT calculation (the ωB97M-V functional and the def2-TZVPD basis) of the molecule C4H9N.

```
14
C4H9N, DFT the ωB97M-V functional and the def2-TZVPD basis
C -1.876 0.784 0.044
C -1.051 -0.407 -0.430
C 0.159 -0.717 0.329
C 1.281 -0.196 -0.269
N 2.443 0.119 0.406
H -1.258 1.679 0.151
H -2.341 0.566 1.012
H -2.679 1.006 -0.665
H -1.699 -1.282 -0.565
H -0.345 0.158 -1.318
H 0.148 -1.177 1.314
H 1.451 -0.306 -1.338
H 3.312 -0.114 -0.062
H 2.455 -0.113 1.391
```

Computed properties:
2S+1: 1
Molecular weight (g/mol): 71.12

natural (NBO) population analysis, charges in e, atoms 1 to 6:
1 C -0.601
2 C -0.409
3 C -0.309
4 C -0.007
5 N -0.803
6 H 0.205

=====

#b
The following is a DFT calculation (the ωB97M-V functional and the def2-TZVPD basis) of a cluster of 2 separate species, C4H9N in total.

```
14
C4H9N, DFT the ωB97M-V functional and the def2-TZVPD basis
C -3.322 0.794 -2.045
N -2.632 -0.250 -2.317
C -1.353 -0.303 -1.509
H -4.418 0.720 -1.917
H -2.785 1.743 -1.977
H -1.538 -0.226 -0.443
H -1.073 -1.365 -1.753
H -0.475 0.107 -2.045
C 4.093 -0.491 3.079
C 3.016 0.177 2.644
H 5.073 -0.101 2.858
H 3.850 -1.358 3.695
H 3.179 0.935 1.895
H 2.026 0.082 3.071
```

Computed properties:
2S+1: 1
Molecular weight (g/mol): 71.12

natural (NBO) population analysis, charges in e, atoms 1 to 6:
1 C -0.043
2 N -0.419
3 C -0.492
4 H 0.175
5 H 0.140
6 H 0.213

=====

It is #a that is the most stable of them.